59
Properties=species:S:1:pos:R:3 method="wB97M-V/def2-TZVPD" homo_ha="-0.382 / -0.419" charge=+1 multiplicity=3 e_tot_ev=-72165.07602 gap_ev="5.676 / 4.899" relative_energy_kcal_mol=16.14
Au -1.67 1.16 0.74
P 1.62 2.07 0.35
F 0.52 -3.47 -2.77
F -0.20 -5.87 -2.03
F -4.31 -4.13 -0.44
F -3.58 -1.74 -1.22
O -0.46 -2.03 2.78
O -1.94 4.76 2.41
O -0.77 1.74 6.56
O -2.01 3.14 0.88
O -1.12 -0.73 1.07
N -1.33 1.35 2.64
N -4.73 -6.89 0.73
N 3.90 2.70 -1.05
N 2.56 1.23 -2.11
N -1.29 -8.57 -1.16
N 1.91 3.56 -2.02
N -2.10 0.84 -1.22
N 0.92 -0.54 -3.90
C 1.88 2.33 -2.80
C -0.77 0.31 4.64
C -1.29 2.71 4.52
C 0.03 -0.87 -3.24
C -1.07 -1.16 -2.39
C -3.11 -4.01 -1.01
C 3.97 1.51 -1.89
C -3.82 -6.67 0.06
C -2.67 -6.44 -0.73
C -0.69 -3.62 -2.22
C -1.06 -4.89 -1.83
C -1.90 -7.60 -0.99
C -1.49 2.55 3.17
C -1.50 -2.51 -2.04
C -1.85 3.61 2.12
C -2.73 -2.76 -1.43
C -2.29 -5.14 -1.19
C 1.11 3.44 -0.80
C -0.94 1.56 5.25
C -0.83 -0.97 2.36
C -0.98 0.24 3.28
C -1.62 -0.09 -1.76
C 3.48 2.50 0.30
C 3.30 3.86 -1.73
C 1.86 0.74 -0.94
H 1.14 4.38 -0.26
H 3.60 3.43 0.86
H 3.85 4.02 -2.66
H 2.38 -0.11 -0.50
H 0.85 2.04 -2.99
H 4.47 1.75 -2.83
H 0.87 0.39 -1.25
H 3.39 4.73 -1.08
H -0.55 0.92 7.01
H 2.38 2.49 -3.76
H 0.06 3.29 -1.08
H 4.04 1.70 0.77
H -1.41 3.67 4.99
H 4.47 0.70 -1.37
H -0.48 -0.58 5.19


104
Properties=species:S:1:pos:R:3 method="wB97M-V/def2-TZVPD" homo_ha=-0.341 charge=0 smiles=CC(C)O.CC(C)O.CC(C)O.CC(C)O.CC(C)O.CC(C)O.CC(C)O.OCCO.OCCO multiplicity=1 e_tot_ev=-49537.65580 gap_ev=9.578 relative_energy_kcal_mol=243.56
O -1.32 -4.55 -4.46
O 0.23 -1.58 3.43
O 4.50 0.64 -1.14
O -0.25 -0.17 -1.97
O -0.36 0.44 1.53
O -0.98 -3.53 0.87
O 1.34 3.30 1.44
O 2.83 2.65 -1.15
O -3.00 0.34 2.40
O -3.17 0.25 -1.99
O 0.44 -2.84 -1.84
C 0.40 4.33 1.71
C 0.21 0.42 -0.78
C 2.86 2.28 -3.49
C 4.39 -0.47 -0.31
C -0.86 0.04 0.26
C -3.57 0.92 -3.10
C 3.86 -1.65 -1.05
C 2.47 3.30 -2.32
C -1.10 -5.30 2.63
C -2.61 -5.37 0.55
C 5.63 -0.54 0.60
C 1.31 5.62 1.88
C -3.76 0.01 -4.36
C 1.62 -1.74 3.72
C -0.42 4.48 0.38
C -1.90 -4.36 1.63
C -1.09 -3.69 -3.41
C 2.59 -0.56 3.41
C 3.23 4.60 -2.59
C 0.31 -3.75 -2.87
C -4.81 1.83 -2.66
C -5.03 1.42 2.98
C -2.61 2.47 3.47
C 2.05 -3.02 2.90
C -3.52 1.64 2.57
H -2.85 1.90 -3.25
H -0.08 4.10 2.60
H 2.48 2.69 -4.53
H 0.93 -3.29 -3.81
H 0.44 -4.80 -2.88
H 2.77 -1.49 -1.38
H 1.51 -3.97 3.16
H -5.08 2.37 -3.58
H 3.66 1.23 -1.10
H 2.16 -2.56 2.01
H 2.68 3.19 -0.45
H 6.68 -0.62 0.09
H -1.42 -2.68 -3.66
H -0.83 -4.81 3.57
H 2.07 5.84 1.09
H 3.86 -2.71 -0.57
H 2.19 0.35 3.54
H 0.44 4.64 -0.45
H 2.67 1.27 -3.24
H -0.03 -0.29 2.04
H 2.69 -0.63 2.24
H -3.30 -4.87 -0.08
H 0.69 6.55 2.13
H -0.99 5.34 0.38
H -2.82 -0.61 -4.61
H -0.35 -5.99 2.37
H -4.54 2.34 -1.71
H 4.28 -1.74 -2.03
H -2.17 0.33 -2.01
H -2.93 3.51 3.26
H 3.53 -0.20 0.39
H -2.60 2.33 4.45
H -4.98 1.03 3.98
H -2.08 0.41 1.95
H -0.84 3.62 -0.09
H 2.75 5.10 -3.48
H 1.42 3.19 -2.58
H -2.58 -3.86 2.23
H -0.25 -3.29 1.50
H -5.72 1.17 -2.60
H 3.06 5.29 -1.71
H -3.35 2.11 1.37
H -1.12 -1.03 0.21
H 3.11 -3.06 2.87
H 5.59 -1.39 1.24
H -1.85 -6.13 2.99
H -0.21 -2.08 4.16
H -1.69 2.15 3.18
H 1.03 -0.20 -0.75
H 0.03 -3.25 -1.12
H 5.57 0.48 1.07
H -1.83 -3.80 -2.65
H 0.50 1.50 -0.97
H 1.68 -2.14 4.52
H -4.57 -0.78 -4.17
H -5.65 2.19 2.81
H 4.33 4.41 -2.77
H -0.16 -1.10 -1.88
H -1.68 -5.99 0.09
H -4.05 0.75 -5.06
H -1.78 -4.22 -5.30
H 0.90 2.53 1.71
H -5.34 0.69 2.36
H -1.83 0.48 0.00
H 1.81 5.33 2.78
H 3.80 2.15 -3.62
H 3.42 -0.76 3.86
H -3.09 -6.04 1.05


79
Properties=species:S:1:pos:R:3 method="wB97M-V/def2-TZVPD" homo_ha="-0.682 / -0.679" charge=+4 multiplicity=5 e_tot_ev=-126040.11393 gap_ev="5.919 / 3.601" relative_energy_kcal_mol=20.07
Pt 1.44 0.38 1.86
Br -2.69 0.55 -0.99
P -2.06 -1.69 -4.10
P 2.26 1.35 0.06
N 2.69 -2.08 7.05
N -3.30 2.85 1.75
N -1.27 2.18 2.31
C 1.61 -0.73 4.86
C -1.81 -1.27 2.27
C -1.91 0.07 -4.49
C 2.76 -1.51 4.72
C 3.68 2.27 0.70
C -2.43 3.83 1.31
C 1.63 -1.27 7.22
C -4.36 -3.07 -3.08
C 2.58 -0.06 -1.09
C -0.43 -2.25 0.52
C 4.00 -0.59 -0.99
C 1.11 -0.52 6.16
C -2.55 1.87 2.36
C -1.17 3.40 1.67
C 0.77 -0.38 3.66
C 0.72 -1.36 2.55
C 2.02 3.63 -1.62
C 0.25 -2.92 -5.07
C 3.12 3.21 1.77
C -3.49 -1.81 -2.97
C -3.06 0.63 -5.35
C -2.80 -1.01 1.32
C -1.41 -1.93 -0.43
C 3.25 -2.19 5.86
C -0.55 -1.70 1.82
C 1.24 2.54 -0.86
C -2.51 -1.09 -0.07
C -0.41 -2.38 -3.77
H 1.51 -2.12 2.50
H -0.35 -3.74 -5.48
H 1.42 3.98 -2.48
H -2.00 -1.09 3.34
H 1.25 -3.32 -4.85
H 3.91 3.47 2.48
H -3.20 0.02 -6.25
H -3.01 1.00 2.81
H -0.95 0.17 -5.02
H 0.34 -2.15 -5.84
H 2.34 0.33 -2.10
H -3.77 -0.60 1.63
H -0.18 0.10 3.97
H -5.06 -3.00 -3.92
H 4.18 -1.31 -1.80
H -0.21 3.85 1.50
H 3.24 -1.64 3.76
H -2.85 1.65 -5.68
H -4.30 2.84 1.62
H -3.75 -3.98 -3.21
H 4.40 1.56 1.13
H 0.46 -2.80 0.20
H -3.12 -1.75 -1.94
H 4.75 0.21 -1.06
H 2.22 4.52 -0.99
H -4.11 -0.91 -3.09
H 2.71 4.13 1.35
H -1.86 0.58 -3.52
H 0.53 2.96 -0.13
H 1.22 -1.20 8.22
H -2.74 4.74 0.81
H 2.99 3.28 -2.01
H 4.20 2.80 -0.11
H 1.84 -0.84 -0.85
H 0.63 1.93 -1.56
H 4.16 -1.13 -0.04
H 0.28 0.15 6.37
H 4.15 -2.81 5.76
H -0.49 -3.21 -3.05
H -4.94 -3.19 -2.16
H -4.01 0.66 -4.81
H 0.18 -1.56 -3.33
H 2.33 2.69 2.35
H -1.25 -2.25 -1.46


77
Properties=species:S:1:pos:R:3 method="wB97M-V/def2-TZVPD" homo_ha=-0.416 charge=+1 multiplicity=1 e_tot_ev=-52363.31803 gap_ev=2.563 relative_energy_kcal_mol=275.47
Hg 24.77 25.70 -20.12
O 28.36 23.25 -20.59
O 22.99 29.91 -19.91
O 23.54 22.25 -22.45
O 23.37 25.20 -16.30
O 23.60 23.49 -15.08
O 24.27 23.47 -17.01
O 20.08 25.22 -20.38
O 27.91 27.93 -18.14
O 25.89 27.33 -23.82
N 22.86 32.06 -19.02
N 25.05 27.68 -25.83
N 30.17 28.22 -17.66
N 29.98 21.95 -21.62
N 18.13 24.93 -19.46
N 22.61 20.72 -23.90
N 23.72 24.05 -16.15
C 23.11 21.10 -22.70
C 23.34 31.10 -19.85
C 22.93 21.51 -25.07
C 29.17 22.29 -20.59
C 18.39 26.85 -21.11
C 30.02 22.63 -22.89
C 23.56 27.63 -25.31
C 27.40 28.10 -25.55
C 18.46 23.63 -18.86
C 18.93 25.60 -20.31
C 23.17 20.01 -21.58
C 29.14 21.31 -19.38
C 28.59 28.36 -15.86
C 30.72 27.91 -18.99
C 26.05 27.56 -25.03
C 24.58 31.51 -20.65
C 21.79 31.78 -18.17
C 28.85 28.14 -17.31
H 30.63 21.17 -21.57
H 24.04 20.11 -20.93
H 25.45 30.86 -20.70
H 31.43 27.09 -19.04
H 17.84 23.44 -17.99
H 30.03 27.85 -19.83
H 18.49 22.78 -19.54
H 17.35 25.46 -19.11
H 19.42 23.60 -18.34
H 21.77 30.76 -17.80
H 28.12 28.22 -24.74
H 22.14 20.14 -21.24
H 27.96 27.58 -15.43
H 21.98 32.32 -17.24
H 18.68 26.93 -22.16
H 25.21 28.01 -26.77
H 28.18 20.91 -19.07
H 18.46 27.69 -20.41
H 23.49 27.42 -24.24
H 23.18 20.73 -25.78
H 24.91 32.47 -20.24
H 29.56 21.81 -18.51
H 29.87 20.53 -19.59
H 29.11 22.62 -23.49
H 23.36 32.94 -19.00
H 30.88 28.38 -16.97
H 22.30 19.76 -24.02
H 23.21 28.65 -25.37
H 20.89 32.05 -18.73
H 28.02 29.28 -15.83
H 23.34 19.09 -22.13
H 29.44 28.61 -15.22
H 27.25 29.11 -25.93
H 23.64 22.34 -25.08
H 17.37 26.53 -21.29
H 24.27 31.92 -21.61
H 31.39 28.71 -19.31
H 30.84 22.30 -23.52
H 22.88 26.97 -25.85
H 27.90 27.46 -26.28
H 30.19 23.69 -22.69
H 22.05 22.06 -25.41